a) DFT (wB97M-V/def2-TZVPD) results for the molecule C3H5NO3.

Structure (ORCA input):
```
! RIJCOSX wB97M-V def2-TZVPD def2/J DEFGRID3
* xyz 0 1
O -1.320 1.563 -2.082
C -0.820 0.644 -1.490
N -0.042 0.830 -0.390
C 0.765 -0.246 0.015
C 0.369 -0.867 1.393
O 1.144 -1.559 2.021
O -0.864 -0.652 1.892
H -0.846 -0.336 -1.909
H 0.242 1.727 -0.109
H 0.881 -1.066 -0.643
H 1.793 0.059 0.136
H -1.302 -0.097 1.168
*
```

Values from the calculation:
Orbital gap: 10.779 eV
Highest occupied orbital energy: -10.285 eV
SMILES: O=CNCC(=O)O

=====

b) DFT (wB97M-V/def2-TZVPD) results for the molecule C3H5NO3.

Structure (ORCA input):
```
! RIJCOSX wB97M-V def2-TZVPD def2/J DEFGRID3
* xyz 0 1
N -0.089 -0.803 1.485
C 0.024 -0.741 0.124
O 1.550 -0.444 -0.559
C -0.483 0.481 -0.551
O -1.760 0.949 -0.270
C 0.525 1.129 -1.149
O 1.102 1.986 -1.715
H -0.520 -1.611 1.907
H -0.083 0.071 1.993
H -0.170 -1.703 -0.354
H 2.170 -0.330 0.174
H -2.268 1.015 -1.086
*
```

Values from the calculation:
Orbital gap: 8.799 eV
Highest occupied orbital energy: -8.132 eV
SMILES: N[C@H](O)C(O)=C=O

=====

c) DFT (wB97M-V/def2-TZVPD) results for the molecule C3H5NO3.

Structure (ORCA input):
```
! RIJCOSX wB97M-V def2-TZVPD def2/J DEFGRID3
* xyz 0 1
C 1.171 -0.793 0.473
C 0.089 -0.093 -0.297
C -0.201 1.670 -0.080
O 0.402 2.683 0.103
N -1.298 -0.626 -0.105
O -2.141 -0.051 -0.778
O -1.471 -1.530 0.715
H 1.901 -0.851 -0.258
H 0.898 -1.794 0.773
H 1.627 -0.217 1.227
H 0.320 -0.064 -1.395
H -1.297 1.666 -0.378
*
```

Values from the calculation:
Orbital gap: 9.907 eV
Highest occupied orbital energy: -10.114 eV
SMILES: C[C@H](C=O)[N+](=O)[O-]

=====

Stability ranking, top and bottom: a) is the most stable and c) is the least stable.